No. 1
CH2N4O in the gas phase, computed with ωB97M-V with the def2-TZVPD basis set.

The geometry in XYZ format:
```
8
Properties=species:S:1:pos:R:3:forces:R:3:lowdin_charge:R:1
C -0.791857 0.034384 -0.062403 0.4 -0.8 1.0 -0.5166
H 0.071035 2.091521 -0.075595 -0.7 -1.1 0.1 0.1685
H -0.235421 -1.978809 -0.055155 0.1 -1.6 0.1 0.1303
N 0.114856 1.066261 -0.031862 0.6 0.8 -0.3 0.0918
N 1.385256 0.590747 0.031728 0.5 1.1 0.2 -0.0212
N 1.375196 -0.644878 0.050874 0.2 -1.5 -0.3 -0.0112
N 0.100719 -1.063384 -0.053134 -1.0 2.9 -0.1 0.0968
O -1.989583 0.004971 0.065241 -0.2 0.2 -0.6 0.0616
```
Positions in Å, forces in eV/Å.

Output
- Charge: 0
- SMILES: O=c1[nH]nn[nH]1
- HOMO-LUMO gap: 10.82 eV


No. 2
4 unconnected molecules or ions with the total composition C33H39NO15, computed with ωB97M-V with the def2-TZVPD basis set.

The geometry in XYZ format:
```
88
Properties=species:S:1:pos:R:3:forces:R:3:lowdin_charge:R:1
C -4.793515 0.104648 1.712335 -0.4 0.8 0.8 -0.1034
C -4.303410 1.694331 1.674419 -0.6 -0.9 0.6 -0.2354
N -2.764689 1.812802 1.689589 -0.8 -0.6 2.1 -0.1065
C -2.471628 3.271664 1.960025 -0.4 1.5 0.9 -0.2014
C -1.539824 4.017132 0.836847 0.2 -0.2 -0.9 -0.1447
C -0.133299 3.256436 0.478284 3.6 -1.6 -1.0 -0.0615
C 0.253626 2.933464 -1.116649 2.8 -1.2 2.0 0.0341
C 1.664224 2.207055 -1.550276 -0.2 0.8 3.0 -0.1233
C 2.083564 1.828841 -3.122694 0.5 -0.8 1.5 -0.1221
C 1.931525 0.171460 -3.222097 -0.4 -0.3 1.1 -0.3834
C 3.370546 -0.619903 -3.206767 -0.2 -0.3 0.8 -0.0822
O 1.080450 -0.215870 -4.367610 -0.7 1.4 1.5 -0.1360
C 2.800273 1.747624 -0.412637 -4.2 2.3 1.5 0.0470
C 2.422968 2.060602 1.152095 -1.4 0.3 -2.2 -0.0129
C 0.988661 2.803524 1.586316 0.3 -0.4 -2.4 0.0160
C 0.776982 3.051916 3.226824 -1.1 3.3 1.8 -0.1963
O 0.322311 4.194473 3.753982 2.5 -7.1 -3.3 -0.0360
C 1.239031 1.752628 4.173383 0.8 -2.1 1.2 -0.0298
C 0.337677 1.227946 5.453118 3.4 -2.1 -0.7 0.0121
C 0.849116 -0.073096 6.319901 2.5 2.1 -4.0 0.0093
C 2.268292 -0.771964 5.872148 -0.4 2.0 -1.0 -0.1004
C 2.803932 -2.090679 6.722802 -1.9 1.5 -0.7 -0.1231
O 2.554631 -3.267886 5.851959 4.8 -0.1 3.2 -0.2250
O 1.516226 -3.059096 5.072173 -3.7 0.1 -4.1 -0.1004
C 3.202742 -0.287878 4.601694 -4.0 3.0 0.6 0.0616
C 2.668046 1.001586 3.735632 -1.9 -1.1 2.3 -0.0157
C 3.454015 1.604226 2.387668 4.1 0.7 0.0 -0.1852
O 4.793505 1.746797 2.315427 -8.5 -1.2 0.3 -0.0442
C -2.362510 0.919401 2.865726 -0.5 -0.1 5.8 -0.2779
C -1.447395 -0.463964 2.654425 -1.6 0.0 0.4 -0.0182
O -2.745602 1.144054 4.148018 2.1 -0.8 -7.8 -0.0754
H -4.025655 -0.633237 1.225683 -1.7 1.6 0.7 0.0786
H -4.937169 -0.180891 2.862472 0.4 0.5 -2.6 0.0932
H -5.861551 0.061016 1.222725 2.2 -0.2 0.8 0.0782
H -4.688594 2.280767 0.737776 0.8 -1.3 1.8 0.1183
H -4.712543 2.162823 2.691673 0.7 -0.7 -2.3 0.1300
H -2.070187 3.417810 3.059646 -0.6 -0.2 -2.3 0.1246
H -3.526879 3.829556 1.937165 2.4 -0.9 0.0 0.1289
H -2.173281 4.064255 -0.169358 1.5 -0.3 2.1 0.1189
H -1.325508 5.154601 1.121759 -0.4 -2.6 -0.3 0.1367
H -0.476281 3.225057 -2.015131 1.6 -0.7 2.4 0.1028
H 1.427187 2.381294 -3.918782 1.2 -1.1 1.6 0.1157
H 3.246989 2.041671 -3.283919 -2.7 0.0 0.4 0.1200
H 1.346963 -0.187093 -2.249507 1.3 0.8 -1.9 0.1477
H 4.207416 -0.105096 -3.844406 -1.7 -1.0 1.0 0.0822
H 3.745012 -0.614375 -2.075701 -0.8 0.1 -2.4 0.0799
H 3.255757 -1.776626 -3.476906 0.1 2.7 0.4 0.1016
H 0.172581 0.195694 -4.147600 2.1 -1.0 -0.6 0.1234
H 3.796942 1.230669 -0.771419 -2.2 1.3 1.1 0.1018
H -0.692055 1.707637 5.775676 2.4 -0.9 -1.1 0.1035
H 0.172565 -0.442580 7.213164 1.8 0.7 -2.1 0.1062
H 2.076040 -2.216456 7.649290 1.8 0.4 -1.7 0.1299
H 3.936777 -1.995631 7.026217 -2.4 -0.5 -0.8 0.1419
H 1.788955 -3.260903 4.109102 0.1 0.7 2.0 0.1223
H 4.210446 -0.783232 4.262659 -2.3 0.9 1.0 0.1201
H -1.803864 -1.209919 3.513795 0.8 1.8 -1.8 0.1027
H -1.749122 -0.972420 1.644594 1.0 1.2 1.7 0.0761
H -0.300311 -0.279229 2.793529 -2.2 -0.1 -0.5 0.0771
C -6.681509 0.489568 -3.387969 -0.6 0.2 -0.9 -0.1412
C -6.923815 -0.562571 -2.354875 -0.9 -0.7 0.1 -0.1404
O -5.686188 -0.640738 -1.673492 0.6 0.7 -0.1 0.0531
C -5.054904 0.555437 -1.858695 2.2 0.7 1.2 -0.5124
O -4.042242 0.897953 -1.271428 -2.3 -0.8 -1.5 0.1200
O -5.705020 1.318144 -2.785573 0.5 -0.3 0.7 0.0636
H -7.584516 1.060679 -3.620458 0.3 0.1 0.1 0.1383
H -6.271763 0.077804 -4.316215 0.0 0.0 0.1 0.1365
H -7.703190 -0.275906 -1.640945 0.1 0.0 -0.1 0.1368
H -7.184735 -1.527892 -2.797295 0.2 0.1 0.2 0.1381
C 0.967281 -5.599300 0.206435 -0.6 -0.5 -0.9 -0.1388
C 1.765763 -6.278262 1.271531 0.0 -1.2 0.2 -0.1376
O 2.595037 -5.243813 1.765835 -0.3 1.1 -0.1 0.0681
C 1.969790 -4.063961 1.481807 0.6 1.8 0.6 -0.5100
O 2.319737 -2.977885 1.912688 -0.8 -2.2 -0.7 0.1247
O 0.901887 -4.258263 0.653975 0.8 0.4 0.7 0.0677
H -0.035485 -6.023056 0.103825 0.1 0.3 0.0 0.1390
H 1.465206 -5.622660 -0.768556 0.0 0.0 0.1 0.1375
H 1.140173 -6.651367 2.089288 0.1 0.1 -0.1 0.1387
H 2.366750 -7.103112 0.878980 0.0 0.2 0.2 0.1392
C 2.509635 -0.150513 -7.341303 -0.7 -0.1 0.9 -0.1485
C 3.179695 1.111004 -7.780148 -0.2 1.0 0.4 -0.1407
O 4.237979 0.649756 -8.598318 0.0 -0.9 -0.4 0.0621
C 3.880096 -0.587826 -9.049944 1.2 -1.4 -1.8 -0.5159
O 4.480407 -1.206178 -9.913050 -1.4 1.4 2.0 0.1314
O 2.762843 -1.042303 -8.410671 0.8 0.2 -0.7 0.0643
H 1.434351 -0.020470 -7.191330 0.2 -0.2 0.0 0.1322
H 2.949607 -0.561465 -6.426630 -0.1 0.1 -0.1 0.1228
H 2.520664 1.747724 -8.379785 0.1 -0.1 0.0 0.1355
H 3.565364 1.692043 -6.937943 0.1 -0.1 -0.2 0.1343
```
Positions in Å, forces in eV/Å.

Output
- Charge: 0
- SMILES: CCN(CCc1cc(C[C@H](C)O)cc2c1C(=O)c1ccc(COO)cc1C2=O)C(C)=O.O=C1OCCO1.O=C1OCCO1.O=C1OCCO1
- HOMO-LUMO gap: 7.20 eV


No. 3
C27H33N3O3S in the gas phase, computed with ωB97M-V with the def2-TZVPD basis set.

The geometry in XYZ format:
```
67
Properties=species:S:1:pos:R:3:forces:R:3:lowdin_charge:R:1
C 0.785314 -0.032315 -3.411872 -0.1 -0.1 0.0 -0.0339
C 1.915200 0.326466 -2.503566 0.0 0.1 0.1 -0.2545
C 3.226959 -0.024078 -2.809279 0.1 0.1 0.1 -0.0273
C 4.257380 0.260116 -1.931286 0.0 0.0 -0.2 -0.0654
C 3.969808 0.885429 -0.734850 0.4 0.1 0.4 -0.2931
C 2.681056 1.264078 -0.417983 0.0 0.1 0.1 -0.0428
C 1.658868 0.989980 -1.307309 0.1 0.0 -0.1 -0.0157
H 0.647564 1.285726 -1.071613 -0.1 0.0 0.0 0.0995
H 2.499451 1.762873 0.520575 -0.1 0.0 0.1 0.1125
S 5.297891 1.197767 0.407013 0.4 -0.1 -0.1 0.6671
O 6.291753 2.023666 -0.215865 0.1 -0.2 -0.2 -0.2900
O 4.760578 1.617548 1.673441 -0.3 -0.2 -0.1 -0.2889
N 6.011393 -0.327423 0.555036 -0.2 0.8 -0.2 -0.1212
H 7.011660 -0.211750 0.628452 0.2 0.2 -0.1 0.1070
C 5.443730 -1.155962 1.605997 -0.2 -0.1 0.4 -0.1941
C 4.015954 -1.456229 1.246582 -0.3 -0.3 0.2 -0.2354
C 3.729604 -2.157727 0.080563 -0.1 0.0 0.2 -0.0240
C 2.422401 -2.369521 -0.303963 -0.1 0.0 0.0 -0.0001
C 1.369678 -1.908822 0.482291 0.3 0.1 0.0 -0.1342
C 1.656659 -1.220024 1.656271 -0.1 -0.2 -0.1 -0.0296
C 2.968900 -0.990274 2.028026 0.2 -0.1 0.0 -0.0307
H 3.184048 -0.423587 2.920944 0.0 0.1 0.1 0.1187
H 0.865634 -0.821849 2.276123 -0.1 0.1 0.0 0.1066
C -0.016269 -2.133430 -0.021555 0.0 0.0 0.2 -0.4572
O -0.263132 -2.216091 -1.213016 0.0 -0.1 -0.2 0.0450
N -0.973760 -2.233776 0.926737 0.0 0.0 0.3 0.0698
H -0.708308 -2.204492 1.897983 0.1 0.0 -0.1 0.1346
C -2.371668 -2.452034 0.633356 -0.2 0.1 0.0 -0.1307
H -2.706298 -3.333316 1.188227 0.0 0.0 -0.1 0.1207
C -3.262391 -1.241493 0.988426 0.0 -0.2 -0.2 -0.1654
N -3.704843 -0.535883 -0.192900 0.1 -0.1 -0.1 -0.1414
C -2.669837 0.198739 -0.906179 -0.1 0.0 0.0 -0.1221
C -2.157710 1.439720 -0.213286 0.0 0.0 -0.1 -0.2106
C -2.711702 2.687432 -0.478576 0.1 0.0 0.0 -0.0552
C -2.265844 3.816798 0.184724 -0.1 0.1 0.0 -0.0791
C -1.256576 3.717116 1.127872 0.0 0.1 0.1 -0.0851
C -0.687748 2.483768 1.392878 0.1 0.0 0.1 -0.0778
C -1.133313 1.356684 0.723450 -0.1 0.0 0.0 -0.0682
H -0.664284 0.402719 0.911539 0.0 -0.1 0.0 0.0842
H 0.111477 2.399948 2.115223 0.1 0.0 0.1 0.1038
H -0.908815 4.598155 1.646287 0.0 0.1 0.0 0.1020
H -2.705815 4.778458 -0.036195 0.0 0.1 0.0 0.1031
H -3.497254 2.775936 -1.215968 -0.1 0.0 -0.1 0.1130
H -1.841968 -0.489835 -1.084444 0.0 0.0 -0.1 0.1011
H -3.086942 0.472813 -1.879746 0.1 0.0 0.0 0.1288
C -4.995233 0.129358 -0.085161 -0.3 -0.1 0.1 -0.4168
C -5.191269 0.985726 1.173941 0.1 0.0 -0.3 -0.0467
H -4.369271 1.686509 1.296820 0.0 0.1 0.1 0.0642
H -6.115857 1.551459 1.089169 -0.1 0.1 0.1 0.0797
H -5.254571 0.364753 2.064499 0.0 -0.1 0.1 0.0740
C -6.118351 -0.906140 -0.204904 0.2 0.3 -0.1 -0.0568
H -5.946849 -1.534796 -1.074041 0.0 -0.1 -0.1 0.0781
H -7.075911 -0.403921 -0.315423 -0.2 0.0 0.0 0.0753
H -6.168460 -1.541511 0.675649 0.0 -0.1 0.1 0.0680
H -5.066537 0.788963 -0.956157 0.0 0.0 0.0 0.1313
H -2.720643 -0.591444 1.696177 -0.1 -0.1 0.1 0.1171
H -4.151373 -1.612429 1.497772 0.0 0.0 0.1 0.1086
H -2.451804 -2.658319 -0.435285 0.0 0.0 0.1 0.1252
H 2.190263 -2.891383 -1.219753 0.0 0.0 -0.1 0.1253
H 4.541960 -2.517581 -0.532032 0.1 0.0 -0.1 0.1249
H 6.025920 -2.080734 1.660717 0.0 0.1 0.0 0.1312
H 5.482832 -0.644686 2.576480 0.0 -0.2 -0.1 0.1161
H 5.280119 -0.000340 -2.151984 0.1 -0.1 -0.1 0.1178
H 3.439947 -0.527023 -3.741155 0.0 0.0 -0.1 0.1147
H 1.140784 -0.286165 -4.406654 0.0 0.0 -0.1 0.0781
H 0.070057 0.784038 -3.481542 -0.1 0.1 -0.1 0.0837
H 0.265772 -0.896380 -2.995676 -0.1 0.0 -0.1 0.0634
```
Positions in Å, forces in eV/Å.

Output
- Charge: 0
- SMILES: Cc1ccc(S(=O)(=O)NCc2ccc(C(=O)NCCN(Cc3ccccc3)C(C)C)cc2)cc1
- HOMO-LUMO gap: 8.69 eV


No. 4
C10H14O2S2 in the gas phase, computed with ωB97M-V with the def2-TZVPD basis set.

The geometry in XYZ format:
```
28
Properties=species:S:1:pos:R:3:forces:R:3:lowdin_charge:R:1
C 1.780991 -0.665314 -0.061348 -0.4 0.8 0.6 -0.4731
C 1.389442 0.740007 -0.069672 2.6 1.0 -0.4 -0.4567
C 0.100334 -1.011757 1.795833 0.5 1.8 -2.2 -0.1058
C -0.171458 0.505961 1.733451 -0.2 -0.5 -0.6 -0.0752
C 0.454334 -1.308929 0.303659 0.2 -3.7 0.0 -0.2587
C -0.074442 0.860578 0.210835 0.3 -1.7 -0.4 -0.4349
C -0.526287 -0.535990 -0.510424 -1.0 2.5 1.5 -0.4210
C -0.680114 2.087882 -0.348085 -0.2 3.0 -0.4 -0.0582
C -1.997397 -0.965467 -0.116135 1.3 0.6 -1.3 0.0089
C -0.369115 -0.336354 -2.020190 -3.3 -0.7 -0.5 -0.0174
O 3.020894 -2.878784 -0.126717 0.7 1.4 -0.2 -0.5676
O 2.073737 3.330762 -0.197259 -0.1 -0.1 0.1 -0.5545
S 3.263706 -1.391154 -0.273482 -1.6 -1.6 0.3 0.9837
S 2.581304 1.947866 -0.291508 -1.2 -1.2 0.2 0.9836
H 0.903541 -1.190096 2.436819 1.3 -0.7 1.0 0.1020
H -0.777754 -1.469967 2.143096 -0.7 -1.2 0.3 0.0834
H -1.216379 0.599384 2.056221 0.6 1.0 0.4 0.1284
H 0.675165 0.930940 2.291656 -1.1 0.9 0.2 0.1307
H 0.303480 -2.404597 0.138612 1.0 0.7 -0.1 0.1666
H -0.723853 2.885037 0.474960 -0.1 -0.9 -1.3 0.1175
H -1.685597 1.941592 -0.793352 0.3 0.0 0.7 0.0804
H -0.071842 2.553324 -1.211040 -0.8 -0.8 1.5 0.1062
H -2.231777 -1.659812 -0.896866 -0.6 -0.5 -0.5 0.0698
H -2.711105 -0.131902 -0.190106 0.2 -0.3 0.3 0.0941
H -2.026696 -1.542666 0.800102 -0.3 0.4 0.1 0.0719
H -0.695197 -1.282942 -2.550627 0.1 1.0 0.5 0.1029
H 0.575204 -0.109549 -2.459447 0.8 0.5 0.2 0.0704
H -1.163119 0.501946 -2.268997 1.7 -1.7 0.0 0.1229
```
Positions in Å, forces in eV/Å.

Output
- Charge: 0
- HOMO-LUMO gap (alpha / beta): 6.99 / 7.06 eV


No. 5
A molecular structure, C3H3GaO2, computed with ωB97M-V with the def2-TZVPD basis set.

The geometry in XYZ format:
```
9
Properties=species:S:1:pos:R:3:forces:R:3:lowdin_charge:R:1
C -1.809330 -0.421860 -0.008805 0.3 0.2 -0.1 -0.1657
C -0.615811 -0.447054 -0.806776 -2.0 -1.2 0.3 -0.0086
H -1.876394 0.145970 0.939807 0.0 0.0 -0.6 0.1187
H -2.252861 0.241681 -0.820202 -0.2 0.2 0.0 0.1490
H -2.457139 -1.319806 0.011141 0.8 0.1 -0.1 0.1145
O 2.706732 -0.311245 1.467933 1.4 2.2 -2.6 0.1121
C 3.083529 0.407090 0.559022 -0.8 -3.4 4.5 -0.2727
Ga 0.776530 0.806890 -0.927145 -0.4 0.4 0.6 1.0316
O 2.444742 0.898338 -0.414971 0.8 1.6 -2.2 -0.0790
```
Positions in Å, forces in eV/Å.

Output
- ⟨S²⟩: 0.91
- Charge: +1
- Spin multiplicity: 2
- HOMO-LUMO gap (alpha / beta): 5.43 / 7.10 eV


No. 6
A molecular structure, C10H10ClHoNO2, computed with ωB97M-V with the def2-TZVPD basis set.

The geometry in XYZ format:
```
25
Properties=species:S:1:pos:R:3:forces:R:3:lowdin_charge:R:1
C 1.157626 -2.028439 2.793259 -0.8 -0.1 -0.2 -0.2284
C 1.216667 -2.180932 1.363729 -0.6 -0.3 0.6 -0.2127
C -0.130322 -2.169497 0.853040 -0.3 -0.4 0.9 -0.2142
H 2.134734 -2.353180 0.782348 -0.6 0.2 0.3 0.1091
C -1.035775 -1.939496 1.966030 0.9 -1.5 0.3 -0.2467
C -0.224393 -1.855033 3.173352 0.1 -1.0 -0.9 -0.2395
H -0.614032 -1.795825 4.205836 0.4 0.2 -0.8 0.1109
H 2.009852 -2.064625 3.493807 -0.6 0.3 -0.6 0.1068
H -0.432935 -2.392570 -0.181712 0.2 0.5 0.6 0.1169
H -2.141911 -1.997238 1.940115 1.0 0.3 -0.1 0.1157
Ho 0.191168 0.157571 1.730591 -0.3 1.9 -1.2 1.2809
Cl 1.252336 1.260553 3.633041 0.3 0.4 0.5 -0.1589
C 0.414889 2.631058 -2.317801 -0.3 -0.8 -0.3 -0.2328
C -0.815972 1.986085 -2.653070 0.9 -0.3 -0.3 -0.2308
C -0.505567 0.765290 -3.331577 0.6 0.6 0.4 -0.2266
H -1.815501 2.368802 -2.448307 0.3 -0.1 0.0 0.0570
C 0.919569 0.651263 -3.405742 -0.4 0.5 0.4 -0.2373
C 1.488217 1.806272 -2.779672 -0.7 -0.3 0.0 -0.2354
H 2.552504 2.030003 -2.698658 -0.2 0.0 0.0 0.0419
H 0.513404 3.595137 -1.818742 0.0 -0.2 -0.1 0.0516
H -1.227490 0.058875 -3.743583 0.2 0.2 0.1 0.0451
H 1.473381 -0.159405 -3.881628 -0.1 0.2 0.1 0.0412
O -3.192794 1.118631 1.394123 1.3 0.3 -0.4 -0.0141
N -1.991348 0.964974 1.398446 0.2 0.1 -0.2 -0.3811
O -1.196308 1.541725 0.532777 -1.2 -0.6 1.0 -0.2186
```
Positions in Å, forces in eV/Å.

Output
- ⟨S²⟩: 6.00
- Charge: -1
- Spin multiplicity: 5
- HOMO-LUMO gap (alpha / beta): 5.06 / 5.14 eV


In the order shown, the computed max |F| values come out to 0.060 0.167 0.016 0.072 0.111 0.044 Eh/bohr.